The following is a quantum chemistry calculation of C27H39BF6N6PRhS3 as an isolated structure in a non-equilibrium geometry, from the Open Molecules 2025 dataset.

Structure (XYZ):
```
84
Properties=species:S:1:pos:R:3:lowdin_spin:R:1
Rh 0.51 1.10 -3.39 0.4818
C -1.10 -3.84 -3.93 0.0007
C -0.72 -3.18 -2.65 -0.0230
C -0.68 -3.83 -1.45 0.0106
C -0.32 -3.15 -0.26 -0.0242
N 0.02 -1.87 -0.30 -0.0462
N 0.00 -1.22 -1.45 -0.0277
B 0.45 0.28 -1.44 -0.0129
N 1.89 0.45 -0.85 -0.0144
N 1.99 0.58 0.45 -0.0308
C 3.16 0.84 1.01 -0.0135
C 4.31 1.01 0.22 0.0062
C 4.22 0.91 -1.16 -0.0176
C 5.37 1.20 -2.06 -0.0055
C 2.96 0.57 -1.68 -0.0043
S 2.73 0.25 -3.36 -0.2262
C 3.18 0.97 2.52 -0.0025
C 4.56 1.32 3.06 0.0000
C 2.74 -0.39 3.09 -0.0028
C 2.17 2.06 2.93 -0.0024
N -0.56 1.21 -0.67 0.0663
N -1.41 0.72 0.17 0.0829
C -2.31 1.52 0.75 0.0464
C -2.35 2.89 0.45 -0.0207
C -1.41 3.45 -0.39 0.0541
C -1.39 4.89 -0.75 0.0139
C -0.50 2.53 -0.97 0.0331
S 0.65 3.04 -2.13 0.6481
C -3.30 0.94 1.73 0.0058
C -3.06 -0.56 1.94 0.0005
C -4.73 1.15 1.18 0.0039
C -3.17 1.67 3.07 0.0038
C -0.36 -1.81 -2.62 -0.0009
S -0.45 -0.89 -4.05 -0.0313
C -0.33 -3.92 1.03 -0.0040
C 0.49 -5.22 0.88 -0.0020
C -1.79 -4.29 1.37 -0.0039
C 0.28 -3.11 2.19 -0.0001
H -1.41 -4.87 -3.77 0.0004
H -0.26 -3.84 -4.63 -0.0003
H -1.92 -3.30 -4.42 -0.0005
H -0.94 -4.88 -1.40 0.0008
H 5.25 1.26 0.68 0.0004
H 6.28 1.38 -1.50 -0.0001
H 5.16 2.09 -2.66 -0.0010
H 5.54 0.39 -2.78 -0.0026
H 5.30 0.54 2.83 0.0000
H 4.50 1.40 4.15 0.0000
H 4.92 2.28 2.70 -0.0001
H 3.41 -1.19 2.77 0.0000
H 1.73 -0.61 2.77 0.0000
H 2.77 -0.34 4.18 -0.0006
H 2.47 3.04 2.55 0.0000
H 2.13 2.11 4.02 -0.0004
H 1.17 1.82 2.55 -0.0002
H -3.12 3.52 0.88 -0.0013
H -2.00 5.48 -0.07 0.0002
H -1.80 5.02 -1.76 0.0034
H -0.38 5.29 -0.76 0.0058
H -3.12 -1.09 0.99 0.0001
H -3.81 -0.96 2.61 -0.0001
H -2.07 -0.72 2.38 0.0000
H -4.87 0.68 0.21 0.0000
H -4.97 2.21 1.08 0.0000
H -5.44 0.73 1.89 0.0004
H -2.15 1.62 3.47 -0.0001
H -3.84 1.20 3.79 0.0005
H -3.46 2.72 3.00 -0.0001
H 0.01 -5.94 0.21 0.0000
H 0.56 -5.70 1.85 -0.0002
H 1.50 -5.02 0.52 0.0000
H -2.25 -4.87 0.57 0.0000
H -2.39 -3.40 1.55 0.0000
H -1.79 -4.90 2.27 -0.0005
H 1.36 -3.08 2.09 0.0000
H 0.03 -3.59 3.13 0.0000
H -0.12 -2.10 2.20 0.0000
F -1.44 3.70 -3.80 0.0353
P -2.07 2.54 -4.73 0.0012
F -0.38 2.17 -5.09 0.0134
F -1.78 1.51 -3.30 0.0029
F -2.39 1.19 -5.47 -0.0012
F -3.52 2.78 -4.22 0.0010
F -2.13 3.43 -5.98 0.0015
```

## Properties
* expectation value of S²: 1.242
* DFT total energy: -3650.48168 Eh
* total charge: +3
* gap between HOMO and LUMO (alpha / beta): 3.72 / 5.25 eV
* LUMO level (alpha / beta): -13.8 / -13.1 eV
* multiplicity: 2
* relative energy (zero: lowest compared OMol25 entry of this formula, charge and spin): 20.0 kcal/mol

=====

The following is a quantum chemistry calculation of C27H40N2O2SSiSr as an isolated structure in a non-equilibrium geometry, from the Open Molecules 2025 dataset.

Structure (XYZ):
```
74
Properties=species:S:1:pos:R:3:lowdin_charge:R:1
Sr 10.43 9.52 9.52 1.4207
C 10.43 12.13 12.21 -0.0646
C 8.93 12.39 12.07 -0.3706
C 8.12 12.07 13.34 -0.0588
C 8.39 11.60 10.88 -0.2329
C 8.56 12.12 9.58 -0.0677
C 7.99 11.49 8.50 -0.0680
C 7.31 10.27 8.64 -0.2867
C 6.83 9.58 7.37 -0.0339
C 7.17 9.75 9.91 -0.0617
C 7.70 10.39 11.02 -0.0561
H 10.90 12.82 12.93 0.0865
H 10.99 12.23 11.25 0.0784
H 10.61 11.13 12.60 0.0715
H 8.83 13.45 11.75 0.1411
H 8.29 11.00 13.59 0.0888
H 7.05 12.26 13.22 0.0903
H 8.47 12.69 14.14 0.0707
H 9.11 13.05 9.47 0.1257
H 7.97 11.96 7.55 0.1081
H 6.48 10.27 6.57 0.0877
H 6.04 8.85 7.55 0.0777
H 7.69 9.02 6.92 0.0853
H 6.58 8.86 10.00 0.1117
H 7.55 9.99 12.00 0.0986
C 13.27 9.86 11.88 -0.2460
N 12.04 9.22 11.61 -0.0968
C 11.69 8.30 12.45 -0.1339
C 10.42 7.59 12.44 -0.3259
C 10.03 6.64 13.36 -0.1032
C 8.72 6.31 13.11 -0.1161
C 8.35 7.04 11.98 -0.2122
N 9.36 7.84 11.52 -0.0214
C 14.50 9.01 11.81 -0.2302
C 14.50 7.66 11.55 -0.0450
C 15.70 6.95 11.36 -0.0705
C 16.93 7.61 11.50 -0.0867
C 16.92 8.98 11.73 -0.0889
C 15.72 9.67 11.89 -0.0520
H 13.32 10.28 12.87 0.1166
H 13.42 10.72 11.18 0.1123
H 12.37 8.12 13.30 0.1420
H 10.62 6.22 14.16 0.0981
H 8.14 5.64 13.69 0.0740
H 7.41 7.09 11.48 0.0779
H 13.59 7.05 11.43 0.1123
H 15.67 5.90 11.07 0.1010
H 17.82 7.03 11.33 0.0914
H 17.81 9.54 11.79 0.0865
H 15.72 10.76 11.97 0.1192
C 9.51 6.42 5.65 -0.1849
Si 10.82 6.87 6.86 0.1551
C 10.97 5.56 8.17 -0.1667
C 12.39 6.79 5.86 -0.1771
O 10.61 8.32 7.56 -0.6250
H 9.95 5.57 5.06 0.0456
H 9.39 7.29 4.99 0.0253
H 8.57 6.08 6.09 0.0273
H 10.95 4.59 7.62 0.0418
H 10.23 5.63 8.98 0.0335
H 11.95 5.71 8.60 0.0110
H 12.47 5.88 5.29 0.0188
H 13.27 6.79 6.50 0.0163
H 12.34 7.62 5.13 0.0436
C 11.96 10.75 6.46 -0.2654
S 13.12 11.10 7.77 0.8677
C 13.96 9.54 7.79 -0.2393
O 12.30 11.10 9.03 -0.6943
H 12.48 10.85 5.48 0.0711
H 11.14 11.50 6.59 0.0722
H 11.55 9.73 6.55 0.0092
H 14.47 9.42 6.82 0.0742
H 13.20 8.74 7.93 0.0477
H 14.71 9.54 8.56 0.0481
```

## Properties
* DFT total energy: -2031.35541 Eh
* gap between HOMO and LUMO: 7.32 eV
* LUMO level: 0.2 eV
* multiplicity: 1

=====

The following is a quantum chemistry calculation of an isolated ion of composition C27H40N5O4S and charge +1, from the Open Molecules 2025 dataset.

Structure (XYZ):
```
77
Properties=species:S:1:pos:R:3:nbo_charge:R:1
C 1.23 2.36 0.65 -0.6233
C 0.83 2.14 -0.81 -0.2117
N -0.57 2.42 -1.06 -0.3923
C -0.85 3.82 -1.32 -0.2134
C -0.65 4.22 -2.78 -0.6235
C -1.50 1.46 -1.25 0.2245
C -2.74 1.76 -1.87 -0.2323
C -3.73 0.83 -2.10 -0.1611
C -3.45 -0.50 -1.83 -0.4515
S -4.64 -1.77 -1.71 2.2973
O -5.97 -1.39 -2.02 -0.8729
O -4.15 -3.06 -2.05 -0.8760
N -4.65 -1.86 0.20 -0.6151
C -5.40 -0.73 0.77 -0.2739
C -5.43 -0.88 2.30 -0.0873
O -6.01 -2.11 2.66 -0.5005
C -5.29 -3.20 2.14 -0.0865
C -5.25 -3.13 0.61 -0.2760
C -2.25 -0.85 -1.24 -0.1630
C -1.33 0.10 -0.83 0.1298
N -0.46 -0.36 0.17 -0.6565
C -0.91 -1.12 1.20 0.7086
O -2.07 -1.49 1.34 -0.6934
C 0.19 -1.45 2.20 -0.3025
N 1.49 -1.19 1.63 -0.4664
C 2.52 -0.90 2.62 -0.2257
C 3.80 -0.46 1.91 -0.2216
N 4.25 -1.50 1.01 -0.4349
C 5.55 -1.22 0.41 -0.2506
C 5.55 0.01 -0.48 0.0404
C 5.21 -0.09 -1.82 -0.2447
C 5.12 1.05 -2.61 -0.2082
C 5.37 2.29 -2.06 -0.2210
C 5.72 2.40 -0.73 -0.1977
C 5.80 1.27 0.06 -0.2491
C 3.22 -1.81 0.05 -0.2212
C 1.96 -2.27 0.78 -0.2384
H 2.27 2.10 0.79 0.2272
H 0.62 1.77 1.33 0.2053
H 1.11 3.41 0.92 0.2177
H 1.07 1.13 -1.14 0.2004
H 1.42 2.81 -1.43 0.2176
H -0.17 4.41 -0.69 0.2135
H -1.87 4.05 -0.99 0.2081
H -0.89 5.27 -2.90 0.2294
H -1.28 3.63 -3.44 0.2117
H 0.38 4.07 -3.08 0.2138
H -2.94 2.78 -2.16 0.2255
H -4.68 1.12 -2.50 0.2502
H -3.67 -1.80 0.56 0.4994
H -4.91 0.20 0.49 0.2334
H -6.41 -0.76 0.36 0.2421
H -6.05 -0.10 2.74 0.2234
H -4.41 -0.81 2.69 0.1843
H -5.80 -4.10 2.48 0.2265
H -4.26 -3.19 2.53 0.1828
H -4.66 -3.95 0.19 0.2487
H -6.26 -3.17 0.20 0.2329
H -2.06 -1.89 -1.03 0.2445
H 0.53 -0.13 0.26 0.4574
H 0.03 -0.81 3.07 0.2387
H 0.05 -2.49 2.53 0.2151
H 2.17 -0.09 3.27 0.2058
H 2.74 -1.78 3.24 0.1855
H 4.58 -0.29 2.66 0.2137
H 3.60 0.48 1.38 0.1694
H 5.83 -2.10 -0.17 0.2090
H 6.26 -1.10 1.22 0.2098
H 5.04 -1.06 -2.26 0.2118
H 4.87 0.95 -3.66 0.2177
H 5.30 3.18 -2.68 0.2180
H 5.93 3.37 -0.30 0.2172
H 6.09 1.35 1.10 0.2128
H 3.58 -2.62 -0.60 0.2139
H 2.96 -0.94 -0.59 0.1655
H 1.18 -2.53 0.06 0.2006
H 2.20 -3.17 1.37 0.1913
```

## Properties
* SMILES string: CCN(CC)c1ccc(S(=O)(=O)[NH+]2CCOCC2)cc1NC(=O)CN1CCN(Cc2ccccc2)CC1
* DFT total energy: -2025.53768 Eh
* total charge: +1
* gap between HOMO and LUMO: 8.35 eV
* LUMO level: -2.6 eV
* multiplicity: 1
* relative energy (zero: lowest compared OMol25 entry of this formula, charge and spin): 7.6 kcal/mol

=====

The following is a quantum chemistry calculation of a 3-piece molecular cluster, C27H40O6P2 overall in a non-equilibrium geometry, from the Open Molecules 2025 dataset.

Structure (XYZ):
```
75
Properties=species:S:1:pos:R:3:lowdin_charge:R:1
C 0.63 4.07 -2.70 -0.3131
P 1.58 3.24 -1.21 0.8755
O 3.28 3.47 -1.65 -0.3726
C 1.10 4.26 0.33 -0.2604
C -0.18 5.32 0.22 -0.0376
C -0.68 6.21 1.54 -0.0412
C 0.13 6.09 2.96 0.0060
C 1.41 5.03 3.05 -0.0067
C 1.90 4.09 1.76 -0.0289
C 3.14 3.07 2.05 -0.1961
O 3.92 2.46 1.14 -0.0474
C 3.47 2.67 3.64 -0.0083
C 4.31 1.29 4.01 0.0252
C 4.61 0.86 5.60 -0.0181
C 4.08 1.85 6.83 -0.1891
P 4.53 1.28 8.63 0.7140
O 6.03 1.84 8.87 -0.3863
O 3.50 2.06 9.84 -0.2323
O 4.60 -0.45 8.81 -0.2195
C 3.23 3.24 6.51 0.0462
C 2.98 3.61 4.91 -0.0264
C 2.15 4.98 4.54 -0.2004
O 2.03 6.03 5.40 -0.0555
H 1.10 3.73 -3.74 0.0606
H 0.87 5.24 -2.62 0.0580
H -0.53 3.92 -2.63 0.0529
H 3.63 2.51 -1.65 0.0644
H -0.79 5.50 -0.76 0.0745
H -1.63 6.93 1.43 0.0977
H -0.25 6.74 3.89 0.1129
H 4.69 0.62 3.10 0.1104
H 5.19 -0.14 5.89 0.1040
H 2.52 1.94 9.57 0.0918
H 3.98 -0.93 8.18 0.0827
H 2.83 3.92 7.38 0.1117
C 1.15 0.37 -3.35 -0.1303
C 0.62 -0.17 -4.67 -0.2645
C -0.67 0.52 -5.13 -0.2240
C -1.87 0.36 -4.19 -0.2268
C -2.29 -1.09 -3.90 -0.2744
C -2.73 -1.84 -5.14 -0.1088
H 0.45 0.21 -2.53 0.0671
H 2.09 -0.13 -3.09 0.0745
H 1.35 1.45 -3.43 0.0210
H 0.46 -1.25 -4.59 0.0978
H 1.38 -0.03 -5.44 0.1069
H -0.93 0.15 -6.12 0.1015
H -0.47 1.59 -5.25 0.1033
H -2.73 0.89 -4.63 0.1097
H -1.66 0.86 -3.24 0.0975
H -3.12 -1.07 -3.18 0.1065
H -1.47 -1.63 -3.41 0.0828
H -3.58 -1.34 -5.62 0.0767
H -3.05 -2.86 -4.87 0.0645
H -1.92 -1.94 -5.87 0.0685
C -1.15 -4.79 -2.39 -0.1093
C -2.03 -4.41 -1.20 -0.2724
C -2.47 -5.62 -0.37 -0.2279
C -3.34 -6.64 -1.12 -0.2288
C -4.63 -6.08 -1.72 -0.2742
C -5.59 -5.53 -0.68 -0.1164
H -1.69 -5.42 -3.10 0.0688
H -0.84 -3.89 -2.92 0.0525
H -0.25 -5.32 -2.06 0.0775
H -2.90 -3.85 -1.55 0.0943
H -1.46 -3.73 -0.55 0.1067
H -3.01 -5.26 0.51 0.1005
H -1.58 -6.14 0.00 0.1087
H -3.60 -7.45 -0.42 0.1093
H -2.75 -7.11 -1.91 0.1005
H -5.14 -6.89 -2.26 0.1052
H -4.41 -5.31 -2.47 0.0958
H -5.87 -6.30 0.04 0.0756
H -6.51 -5.18 -1.17 0.0700
H -5.16 -4.68 -0.14 0.0657
```

## Properties
* SMILES string: CP(O)c1cccc2c1C(=O)c1ccc(P(=O)(O)O)cc1C2=O.CCCCCC.CCCCCC
* DFT total energy: -2186.32336 Eh
* gap between HOMO and LUMO: 6.21 eV
* LUMO level: -2.3 eV
* multiplicity: 1